1.
{
  "formula": "C22H50FN4O4Pd",
  "method": "ωB97M-V/def2-TZVPD",
  "species": ["Pd", "F", "O", "O", "O", "O", "N", "N", "N", "N", "C", "C", "C", "C", "C", "C", "C", "C", "C", "C", "C", "C", "C", "C", "C", "C", "C", "C", "C", "C", "C", "C", "H", "H", "H", "H", "H", "H", "H", "H", "H", "H", "H", "H", "H", "H", "H", "H", "H", "H", "H", "H", "H", "H", "H", "H", "H", "H", "H", "H", "H", "H", "H", "H", "H", "H", "H", "H", "H", "H", "H", "H", "H", "H", "H", "H", "H", "H", "H", "H", "H", "H"],
  "positions_angstrom": [[34.28578, 10.26605, 4.56787], [32.18185, 9.97671, 5.05240], [34.37532, 12.28075, 5.35365], [34.44113, 8.16023, 4.03784], [29.63153, 10.13785, -0.00864], [29.13637, 7.82929, 7.84727], [32.16725, 8.91686, 7.69277], [34.85622, 9.19906, 6.49205], [33.76242, 11.40471, 2.72519], [31.10341, 11.92356, 2.98630], [30.61344, 10.36647, 1.05577], [29.84493, 8.81721, -0.50852], [34.25410, 12.84036, 2.91941], [35.54559, 7.98463, 6.15816], [30.21085, 7.48145, 7.04720], [27.69182, 7.20318, 2.31013], [30.08579, 12.92228, 1.07395], [34.42109, 12.64281, 6.73461], [27.13340, 8.42409, 2.67147], [28.95038, 6.88899, 2.83416], [33.55998, 7.72528, 2.98693], [31.64546, 7.02049, 9.12505], [29.01745, 8.95492, 3.97005], [33.62632, 13.79995, 1.86223], [35.82014, 7.13832, 7.39378], [30.24043, 11.64669, 1.88888], [27.79314, 7.82680, 7.18039], [33.87309, 13.26030, 4.37728], [34.68823, 7.22934, 5.07492], [31.63557, 7.58441, 7.66965], [29.58468, 7.75908, 3.71698], [27.78752, 9.28269, 3.54230], [33.39413, 8.57088, 2.31942], [31.50202, 10.57148, 0.45870], [34.99142, 7.21804, 8.09732], [27.27987, 10.16409, 3.90540], [29.74603, 8.05900, 0.26829], [35.23487, 13.35763, 6.85663], [29.31997, 11.33591, 2.38312], [30.24185, 8.24699, 6.27190], [36.69348, 7.45902, 7.96168], [26.18821, 8.67785, 2.21471], [30.75172, 12.76355, 3.42315], [32.35536, 6.93716, 7.16857], [32.06673, 9.25348, 6.74584], [27.00882, 8.00252, 7.91665], [34.07943, 6.93694, 2.44215], [33.74190, 6.82824, 5.43780], [33.47004, 13.09960, 7.00840], [31.10891, 11.12225, 3.60111], [29.33097, 5.90363, 2.60916], [33.61765, 13.57305, 0.79615], [33.84819, 11.14695, 1.75242], [30.73839, 9.54006, 1.75544], [33.93874, 8.93625, 6.82259], [32.77392, 11.58609, 2.82564], [34.06633, 14.79719, 1.86561], [35.32410, 12.90001, 2.72031], [29.70127, 9.62096, 4.47520], [30.78415, 8.71830, -1.05274], [34.58444, 11.76956, 7.36614], [31.01848, 6.12951, 9.15949], [29.31879, 12.84155, 0.30369], [30.11585, 6.56233, 6.46902], [32.60314, 7.33943, 3.33860], [29.83241, 13.70606, 1.78780], [35.36257, 6.48880, 4.64483], [36.10102, 6.10882, 7.17162], [27.13831, 6.58112, 1.62235], [27.73060, 8.69647, 6.52627], [34.24772, 14.26565, 4.56966], [30.59663, 7.60910, 4.06319], [27.52624, 6.94463, 6.59845], [32.63105, 6.73155, 9.49004], [31.61417, 9.52863, 8.27581], [32.78890, 13.23387, 4.48650], [32.56553, 13.97647, 2.04016], [36.52663, 8.21373, 5.74203], [31.00941, 13.16410, 0.54809], [35.25125, 9.34291, 7.41039], [31.22189, 7.76467, 9.79950], [29.02835, 8.60247, -1.19787]],
  "mulliken_spin": [1.544, 0.157, 0.051, 0.062, 0.000, 0.000, 0.002, 0.071, 0.083, 0.000, 0.001, 0.000, -0.004, 0.006, -0.005, 0.000, 0.000, -0.003, 0.000, 0.000, -0.011, 0.000, -0.008, 0.011, 0.007, 0.000, 0.000, -0.004, -0.011, 0.001, 0.001, 0.001, 0.001, 0.000, 0.001, 0.000, 0.000, 0.002, -0.001, 0.002, 0.000, 0.000, 0.000, 0.000, -0.008, 0.000, -0.002, 0.004, 0.002, -0.003, 0.000, 0.000, 0.009, 0.000, 0.004, 0.014, 0.000, -0.004, 0.010, 0.000, 0.003, 0.000, 0.000, 0.000, 0.004, 0.000, 0.002, -0.001, 0.000, 0.000, 0.000, -0.002, 0.000, 0.000, 0.000, 0.002, -0.001, 0.005, 0.000, 0.005, 0.000, 0.000],
  "s_squared": 2.00,
  "fmax_ev_per_a": 3.07,
  "total_energy_ha": -1615.624692,
  "homo_lumo_gap_ev": [9.218, 6.943],
  "de_lowest_kj_mol": 223.7,
  "homo_energy_ev": [-11.30, -11.30],
  "lumo_ha": [-0.077, -0.160],
  "total_charge": 1,
  "multiplicity": 3,
  "molar_mass_g_mol": 560.084
}


2.
{
  "formula": "C5H2O",
  "method": "ωB97M-V/def2-TZVPD",
  "species": ["O", "C", "C", "C", "C", "C", "H", "H"],
  "positions_angstrom": [[-2.85464, -0.20419, -0.10354], [2.10442, -0.19179, 0.22701], [0.66671, -0.17020, -0.06060], [1.91694, -0.65074, -0.97475], [-1.90935, 0.24338, 0.50717], [-0.53102, 0.01834, 0.16247], [2.61673, 0.10402, 1.12866], [-2.03363, 0.88500, 1.40118]],
  "lowdin_charge": [0.056, -0.063, -0.218, 0.130, -0.279, 0.137, 0.111, 0.126],
  "fmax_ev_per_a": 0.67,
  "total_energy_ha": -266.737799,
  "homo_lumo_gap_ev": 9.109,
  "de_lowest_kj_mol": 212.6,
  "homo_energy_ev": -10.03,
  "lumo_ha": -0.034,
  "molar_mass_g_mol": 78.070
}